{
  "formula": "C46H46N12O2PbS3Se",
  "method": "wB97M-V/def2-TZVPD",
  "symbols": ["Pb", "N", "C", "N", "C", "N", "N", "C", "C", "C", "C", "C", "C", "N", "C", "C", "C", "C", "C", "C", "H", "H", "H", "H", "H", "H", "H", "H", "H", "H", "H", "N", "C", "C", "C", "C", "C", "C", "S", "O", "O", "N", "C", "N", "C", "C", "C", "N", "H", "H", "H", "H", "H", "H", "H", "H", "H", "S", "C", "N", "C", "C", "C", "C", "C", "C", "S", "H", "H", "H", "H", "C", "C", "C", "C", "N", "C", "Se", "N", "C", "C", "C", "C", "C", "C", "C", "C", "C", "C", "H", "H", "H", "H", "H", "H", "H", "H", "H", "H", "H", "H", "H", "H", "H", "H", "H", "H", "H", "H", "H", "H"],
  "xyz": [[-0.709, -1.369, -0.757], [-3.592, 1.618, -3.659], [-2.912, 0.516, -3.340], [-2.959, -0.085, -2.186], [-3.785, 0.447, -1.198], [-3.915, -0.110, -0.040], [-3.100, -1.200, 0.138], [-3.570, -2.210, 0.737], [-2.708, -3.404, 0.920], [-3.109, -4.459, 1.714], [-2.289, -5.578, 1.810], [-1.101, -5.614, 1.103], [-0.760, -4.515, 0.330], [-1.550, -3.440, 0.248], [-4.524, 1.684, -1.464], [-5.337, 2.302, -0.509], [-6.003, 3.468, -0.816], [-5.864, 4.038, -2.086], [-5.071, 3.442, -3.041], [-4.408, 2.261, -2.720], [-3.514, 1.999, -4.589], [-2.276, 0.108, -4.121], [-4.605, -2.242, 1.076], [-4.049, -4.404, 2.250], [-2.581, -6.415, 2.432], [-0.442, -6.471, 1.140], [0.171, -4.486, -0.231], [-5.435, 1.840, 0.465], [-6.641, 3.940, -0.081], [-6.385, 4.956, -2.325], [-4.960, 3.883, -4.025], [7.159, 0.532, -1.833], [6.116, -0.320, -1.593], [5.855, -0.774, -0.290], [4.794, -1.614, -0.035], [3.965, -2.017, -1.081], [4.222, -1.594, -2.382], [5.288, -0.754, -2.636], [2.564, -2.986, -0.739], [2.893, -4.030, 0.183], [1.947, -3.337, -1.997], [1.469, -1.955, -0.045], [1.368, -1.804, 1.323], [2.392, -1.985, 2.160], [2.100, -1.947, 3.457], [0.825, -1.700, 3.954], [-0.130, -1.392, 3.013], [0.137, -1.417, 1.706], [7.842, 0.707, -1.120], [7.427, 0.746, -2.775], [6.515, -0.475, 0.517], [4.599, -1.975, 0.970], [3.606, -1.960, -3.195], [5.505, -0.445, -3.652], [2.932, -2.113, 4.133], [0.607, -1.703, 5.012], [-1.139, -1.104, 3.298], [0.951, -0.418, -3.080], [0.259, -1.842, -3.665], [-0.664, -2.514, -2.972], [-1.126, -3.605, -3.650], [-2.131, -4.483, -3.206], [-2.469, -5.537, -4.013], [-1.829, -5.738, -5.256], [-0.849, -4.885, -5.711], [-0.503, -3.805, -4.900], [0.618, -2.533, -5.209], [-2.606, -4.322, -2.245], [-3.236, -6.232, -3.695], [-2.122, -6.579, -5.871], [-0.366, -5.047, -6.666], [-2.283, 4.758, 0.549], [-1.464, 4.752, 1.839], [-2.002, 3.789, 2.892], [-1.826, 2.316, 2.533], [-0.412, 1.954, 2.341], [0.198, 1.684, 1.172], [-0.631, 1.523, -0.495], [1.507, 1.484, 1.404], [2.539, 1.121, 0.406], [2.963, 2.255, -0.515], [3.734, 3.395, 0.155], [2.861, 4.385, 0.930], [1.751, 1.634, 2.763], [2.925, 1.522, 3.504], [2.819, 1.719, 4.864], [1.583, 2.017, 5.472], [0.424, 2.133, 4.733], [0.538, 1.941, 3.357], [-1.929, 5.529, -0.136], [-3.336, 4.966, 0.763], [-2.234, 3.802, 0.022], [-1.461, 5.755, 2.268], [-0.416, 4.518, 1.622], [-3.074, 3.956, 3.027], [-1.532, 3.989, 3.856], [-2.346, 2.065, 1.611], [-2.218, 1.674, 3.323], [2.168, 0.269, -0.161], [3.394, 0.771, 0.981], [2.086, 2.657, -1.029], [3.586, 1.785, -1.281], [4.266, 3.942, -0.623], [4.504, 2.978, 0.813], [2.052, 4.762, 0.298], [3.446, 5.245, 1.260], [2.415, 3.945, 1.824], [3.877, 1.294, 3.042], [3.706, 1.645, 5.480], [1.545, 2.163, 6.543], [-0.522, 2.362, 5.205]],
  "atomic_forces_ev_per_a": [[-0.1, 0.6, 0.4], [-0.1, 0.1, 0.1], [0.0, -0.1, 0.3], [-0.1, 0.1, -0.1], [0.2, 0.2, -0.2], [0.1, -0.2, 0.2], [-0.1, 0.1, -0.2], [0.0, -0.4, 0.2], [-0.1, 0.2, -0.2], [-0.1, -0.2, 0.1], [-0.1, 0.0, 0.1], [0.0, -0.1, 0.0], [0.0, 0.2, 0.0], [0.3, -0.3, -0.1], [0.0, -0.2, 0.1], [0.0, 0.0, 0.1], [0.0, 0.0, 0.0], [0.0, 0.0, 0.0], [0.0, 0.0, -0.1], [0.1, 0.0, -0.2], [0.0, 0.0, 0.0], [0.0, 0.0, 0.1], [0.1, 0.0, 0.1], [0.0, 0.0, 0.0], [0.0, 0.0, 0.0], [0.0, 0.1, 0.0], [-0.1, 0.0, 0.0], [0.0, 0.0, 0.0], [0.0, 0.0, 0.0], [0.0, 0.0, 0.0], [0.0, 0.0, 0.0], [-0.3, 0.0, 0.0], [0.2, 0.1, 0.0], [0.0, 0.0, 0.1], [0.0, -0.1, 0.1], [0.1, 0.3, -0.1], [0.0, 0.0, 0.0], [-0.1, 0.0, -0.1], [-0.3, 0.0, 0.1], [-0.1, 0.0, 0.1], [0.0, 0.0, 0.0], [0.0, -0.3, 0.5], [0.1, -0.1, -0.4], [-0.1, 0.0, 0.1], [0.1, 0.0, -0.1], [0.1, 0.0, 0.0], [-0.1, 0.2, -0.2], [-0.2, -0.1, 0.3], [0.0, 0.0, 0.0], [0.0, 0.0, 0.0], [0.0, 0.0, 0.0], [0.0, 0.0, -0.1], [0.0, 0.1, 0.0], [0.0, 0.0, 0.0], [0.0, 0.0, 0.0], [0.0, 0.0, 0.0], [0.0, 0.0, 0.0], [0.0, -0.4, -0.6], [-0.1, 0.5, 0.2], [-0.3, -0.4, -0.4], [0.3, 0.6, 0.5], [-0.1, -0.2, 0.0], [0.0, 0.1, 0.2], [0.1, 0.0, -0.1], [0.0, -0.1, -0.1], [0.2, 0.1, -0.3], [0.0, -0.2, -0.1], [0.0, 0.0, -0.1], [0.0, 0.0, 0.0], [0.0, 0.0, 0.0], [0.0, 0.0, 0.0], [0.0, 0.0, 0.0], [-0.1, 0.0, -0.1], [0.0, 0.0, -0.1], [0.2, -0.1, 0.0], [-0.2, 0.2, 0.1], [0.2, -0.2, 0.1], [0.0, 0.1, 0.1], [0.3, 0.0, -0.1], [-0.1, 0.1, 0.1], [0.0, 0.1, 0.0], [-0.1, 0.0, 0.1], [0.0, 0.0, 0.0], [0.1, -0.1, -0.2], [0.0, 0.0, 0.0], [-0.1, 0.0, 0.0], [0.0, 0.0, 0.0], [0.0, 0.0, 0.0], [-0.3, 0.0, 0.0], [0.0, 0.0, 0.0], [0.0, 0.0, 0.0], [0.0, 0.0, 0.0], [0.0, 0.0, 0.0], [0.0, 0.0, 0.0], [0.0, 0.0, 0.0], [0.0, 0.0, 0.0], [0.0, 0.0, -0.1], [0.0, 0.0, 0.0], [0.0, 0.1, 0.0], [0.0, -0.1, 0.0], [0.0, 0.0, 0.0], [0.0, 0.0, 0.0], [0.0, 0.0, 0.0], [0.0, 0.0, 0.0], [0.0, 0.0, 0.0], [0.0, 0.0, 0.0], [0.0, 0.0, 0.0], [0.0, 0.0, 0.0], [0.0, 0.0, 0.0], [0.0, 0.0, 0.0], [0.0, 0.0, 0.0]],
  "mulliken_charge": [1.495, 0.096, -0.508, -0.160, -0.290, -1.441, 1.169, -1.072, 0.731, -0.850, -0.579, -1.094, -0.266, 0.872, 1.149, -0.185, -0.978, -0.457, -1.043, 0.145, 0.279, 0.525, 0.486, 0.541, 0.456, 0.552, 0.408, 0.491, 0.463, 0.452, 0.425, -0.537, 1.112, -0.709, -0.425, -0.618, -0.450, -0.961, 1.252, -0.703, -0.603, -0.220, 0.118, -0.220, -0.730, -1.043, -0.417, 0.513, 0.194, 0.191, 0.363, 0.521, 0.636, 0.389, 0.518, 0.522, 0.464, -0.119, 0.422, 0.605, -0.790, -0.507, -0.726, -0.531, -0.649, 1.244, -0.215, 0.317, 0.451, 0.420, 0.441, -0.972, 0.168, -0.921, -0.755, 1.594, -1.817, -0.262, 2.930, 0.502, -0.587, -0.807, -1.005, 0.403, -0.973, -0.812, -1.054, -0.975, 0.453, 0.424, 0.303, 0.004, 0.454, -0.318, 0.582, 0.366, 0.038, 0.379, -1.381, 0.411, 0.276, 0.410, 0.516, 0.258, 0.278, 0.472, 0.067, 0.547, 0.477, 0.464, 0.533],
  "e_tot_ev": -173513.85146,
  "largest_force_ev_per_a": 0.83,
  "charge": 2,
  "homo_energy_ev": [-11.96, -11.94],
  "molar_mass_g_mol": 1181.317
}

{
  "formula": "C46H46N3O7PS",
  "method": "wB97M-V/def2-TZVPD",
  "symbols": ["C", "C", "N", "C", "C", "C", "C", "C", "C", "C", "C", "O", "C", "O", "C", "C", "O", "C", "P", "C", "C", "C", "N", "S", "N", "C", "H", "H", "H", "H", "H", "H", "H", "H", "H", "H", "H", "H", "H", "H", "H", "H", "H", "H", "H", "H", "H", "H", "H", "H", "H", "H", "H", "H", "H", "H", "C", "C", "C", "C", "C", "C", "C", "O", "C", "C", "C", "C", "C", "C", "C", "O", "H", "H", "H", "H", "H", "H", "H", "H", "C", "C", "C", "C", "C", "C", "C", "O", "C", "C", "C", "C", "C", "C", "C", "O", "H", "H", "H", "H", "H", "H", "H", "H"],
  "xyz": [[3.885, -1.245, 0.901], [4.035, -2.614, 0.015], [4.037, -2.272, -1.472], [2.794, -2.800, -2.048], [1.599, -1.936, -2.561], [1.796, -0.346, -2.480], [2.983, 0.224, -3.409], [3.764, 1.341, -2.505], [2.498, 0.894, -4.786], [0.276, -2.631, -3.126], [-0.972, -1.762, -3.611], [-0.623, -0.622, -4.444], [-1.870, -0.073, -4.955], [-1.930, 1.366, -4.930], [-1.610, 1.909, -3.626], [-2.620, 1.497, -2.445], [-1.872, 1.616, -1.180], [0.111, -4.194, -3.201], [-1.432, -5.065, -3.853], [-1.397, -6.927, -3.533], [-2.934, -4.420, -2.854], [1.342, -5.031, -2.709], [1.580, -6.444, -2.660], [3.091, -6.907, -2.030], [3.651, -5.312, -1.710], [2.657, -4.370, -2.127], [3.411, -1.493, 1.924], [4.938, -0.797, 0.992], [3.211, -0.468, 0.403], [5.043, -3.064, 0.323], [3.148, -3.267, 0.317], [4.077, -1.243, -1.483], [0.843, 0.257, -2.656], [2.113, -0.127, -1.385], [3.743, -0.627, -3.558], [4.221, 2.180, -3.131], [3.036, 1.826, -1.764], [4.600, 0.851, -1.875], [2.499, 2.043, -4.633], [1.486, 0.488, -5.124], [3.299, 0.713, -5.604], [-1.780, -2.356, -4.158], [-1.472, -1.330, -2.654], [-1.966, -0.413, -6.059], [-2.804, -0.466, -4.425], [-0.546, 1.659, -3.291], [-1.675, 3.060, -3.735], [-3.480, 2.257, -2.347], [-2.995, 0.419, -2.481], [-1.029, 1.109, -1.242], [-0.660, -7.506, -4.212], [-1.136, -7.188, -2.451], [-2.463, -7.332, -3.723], [-3.637, -5.291, -2.553], [-3.497, -3.690, -3.537], [-2.627, -3.930, -1.851], [-3.278, 3.954, 0.425], [-2.319, 4.893, 0.800], [-2.494, 6.234, 0.474], [-3.623, 6.639, -0.239], [-4.570, 5.694, -0.636], [-4.401, 4.352, -0.292], [-5.747, 6.102, -1.436], [-6.577, 5.278, -1.780], [-5.896, 7.524, -1.819], [-6.970, 7.914, -2.621], [-7.126, 9.251, -2.974], [-6.215, 10.203, -2.521], [-5.141, 9.818, -1.727], [-4.974, 8.475, -1.382], [-3.808, 8.070, -0.566], [-3.008, 8.903, -0.172], [-3.145, 2.909, 0.687], [-1.437, 4.580, 1.348], [-1.746, 6.962, 0.774], [-5.141, 3.614, -0.586], [-7.685, 7.178, -2.975], [-7.958, 9.551, -3.603], [-6.341, 11.247, -2.792], [-4.432, 10.564, -1.381], [3.092, -6.413, 5.030], [2.772, -5.440, 4.085], [2.682, -4.105, 4.464], [2.901, -3.739, 5.792], [3.198, -4.716, 6.743], [3.304, -6.053, 6.356], [3.383, -4.348, 8.165], [3.646, -5.200, 8.995], [3.236, -2.930, 8.563], [3.352, -2.575, 9.908], [3.228, -1.243, 10.290], [2.998, -0.260, 9.330], [2.877, -0.610, 7.990], [2.987, -1.947, 7.605], [2.821, -2.313, 6.181], [2.615, -1.454, 5.340], [3.171, -7.453, 4.732], [2.594, -5.723, 3.052], [2.438, -3.351, 3.722], [3.548, -6.816, 7.089], [3.534, -3.336, 10.661], [3.313, -0.970, 11.337], [2.909, 0.780, 9.628], [2.694, 0.160, 7.247]],
  "atomic_forces_ev_per_a": [[0.2, -0.5, -0.2], [0.2, 1.1, 1.5], [-2.4, -0.7, 0.9], [-2.8, 0.2, -1.5], [1.2, -2.8, 0.4], [0.4, -0.6, 0.6], [0.6, 0.6, 0.8], [-0.1, -0.2, 0.1], [0.9, 0.1, 0.1], [1.3, -3.2, 0.0], [0.1, 0.0, 1.4], [-1.6, -0.3, 0.3], [-0.7, 0.0, -1.4], [0.9, -1.3, 1.1], [-0.6, 1.0, 0.6], [0.8, 0.1, 0.6], [0.1, -0.3, -0.9], [2.4, 2.4, 1.7], [-0.2, 0.4, -0.7], [0.1, -1.0, 0.9], [-0.2, -0.2, 1.1], [3.0, -1.1, 1.3], [-0.5, 2.4, -0.1], [-2.5, 5.2, -0.8], [-3.0, 1.4, -1.4], [0.0, -0.8, -0.1], [1.1, 0.5, -1.5], [-1.7, -0.5, 0.2], [0.9, -1.2, 0.6], [-1.7, 0.3, -0.6], [1.5, 0.6, -0.8], [-0.3, -0.7, -0.5], [1.2, -1.1, 0.1], [-0.6, -0.4, -1.7], [-1.3, 1.2, -0.2], [-0.5, -1.3, 0.8], [1.0, -0.6, -1.1], [-1.3, 0.8, -1.0], [-0.5, -1.9, -0.3], [1.4, 0.7, 0.4], [-1.4, 0.2, 1.3], [1.5, 0.3, 0.8], [0.6, -0.8, -1.3], [0.2, 0.9, 1.7], [1.5, 0.2, -0.3], [-1.4, 0.2, -0.6], [0.2, -2.0, 0.0], [1.3, -1.4, -0.3], [0.2, 1.6, -0.4], [-1.0, 0.4, -0.1], [-1.2, 1.3, 1.1], [-0.3, 0.3, -1.5], [1.6, 0.9, 0.1], [1.1, 1.3, -0.7], [0.8, -1.1, 1.2], [-0.5, -0.6, -1.7], [-0.2, 0.1, 0.0], [-0.1, 0.2, -0.1], [0.1, -0.2, 0.1], [0.1, -0.3, 0.1], [0.2, -0.2, 0.2], [0.2, -0.1, 0.1], [-0.6, -0.7, -0.2], [0.2, 0.2, 0.1], [-0.1, 0.4, -0.2], [-0.1, 0.2, -0.1], [0.1, -0.2, 0.1], [0.1, -0.2, 0.1], [-0.2, 0.1, -0.1], [-0.3, 0.2, -0.2], [0.7, 0.6, 0.3], [-0.2, -0.2, -0.1], [0.0, 0.1, -0.1], [-0.1, 0.0, -0.1], [-0.2, 0.0, -0.1], [0.0, 0.2, 0.0], [0.2, 0.0, 0.2], [0.1, 0.0, 0.1], [0.0, -0.1, 0.0], [0.0, -0.2, 0.0], [0.0, 0.1, 0.2], [0.0, 0.2, 0.1], [0.0, -0.2, -0.2], [0.0, -0.3, -0.2], [0.0, -0.2, -0.3], [0.0, -0.1, -0.2], [0.2, -0.7, 0.7], [-0.1, 0.2, -0.2], [0.0, 0.4, 0.2], [0.0, 0.2, 0.1], [0.0, -0.2, -0.2], [0.0, -0.1, -0.2], [0.0, 0.1, 0.2], [0.0, 0.2, 0.3], [-0.2, 0.7, -0.7], [0.1, -0.2, 0.2], [0.0, 0.1, 0.0], [0.0, 0.0, 0.1], [0.1, 0.0, 0.2], [0.0, 0.2, 0.0], [0.0, 0.0, -0.2], [0.0, 0.0, -0.1], [0.0, -0.1, 0.0], [0.0, -0.2, 0.0]],
  "mulliken_charge": [-0.582, -0.497, -0.246, -0.393, 0.456, 0.509, 0.516, -1.195, -1.070, -0.472, -0.056, -0.208, -0.543, -0.399, 0.107, -0.072, -0.453, -0.098, 0.169, -0.957, -0.888, 0.654, -0.525, 0.144, -0.653, 0.434, 0.104, 0.284, 0.177, 0.234, 0.313, 0.116, -0.747, -0.176, 0.448, 0.416, 0.239, 0.265, 0.304, 0.117, 0.338, 0.428, 0.200, 0.253, 0.435, -0.134, 0.315, 0.196, 0.100, 0.279, 0.319, 0.315, 0.335, 0.406, 0.242, 0.253, -0.393, -0.591, -0.598, 0.262, 0.309, -0.734, 0.528, -0.676, 0.207, -0.539, -0.463, -0.450, -0.553, 0.168, 0.605, -0.672, 0.433, 0.419, 0.465, 0.530, 0.456, 0.392, 0.390, 0.459, -0.497, -0.512, -0.534, 0.247, 0.286, -0.601, 0.575, -0.668, 0.172, -0.552, -0.457, -0.467, -0.521, 0.196, 0.536, -0.679, 0.390, 0.459, 0.450, 0.464, 0.458, 0.392, 0.395, 0.456],
  "e_tot_ev": -87367.44507,
  "largest_force_ev_per_a": 5.86,
  "homo_energy_ev": -7.49,
  "molar_mass_g_mol": 815.929,
  "smiles": "CCNc1c(CC(C)C)c(COCOCCO)c(P(C)C)c2nsnc12.O=C1c2ccccc2C(=O)c2ccccc21.O=C1c2ccccc2C(=O)c2ccccc21"
}